{"formula": "C44H42Br3F4FeN6P", "method": "wB97M-V/def2-TZVPD", "species": ["Fe", "F", "C", "C", "F", "C", "F", "C", "P", "C", "C", "C", "C", "C", "C", "C", "C", "C", "C", "C", "C", "C", "Br", "C", "F", "H", "H", "H", "H", "H", "H", "H", "H", "H", "H", "Br", "C", "C", "C", "N", "C", "C", "C", "C", "C", "Br", "C", "C", "N", "H", "H", "H", "H", "H", "H", "C", "C", "C", "C", "C", "N", "H", "H", "H", "H", "H", "H", "H", "H", "H", "C", "C", "N", "C", "C", "N", "C", "C", "H", "H", "H", "H", "H", "H", "H", "H", "H", "H", "H", "H", "C", "C", "C", "N", "C", "C", "H", "H", "H", "H", "H"], "coordinates": [[-0.330, -0.453, 0.113], [0.105, 2.965, -5.802], [0.492, 2.204, -4.800], [1.477, 1.251, -4.979], [2.045, 1.102, -6.160], [1.869, 0.448, -3.913], [2.837, -0.426, -4.163], [1.292, 0.545, -2.654], [1.707, -0.513, -1.199], [3.180, 0.275, -0.497], [3.975, -0.468, 0.378], [5.037, 0.135, 1.032], [5.312, 1.481, 0.824], [4.523, 2.224, -0.042], [3.456, 1.625, -0.699], [2.310, -2.120, -1.800], [1.474, -3.231, -1.722], [1.923, -4.485, -2.112], [3.220, -4.640, -2.573], [4.069, -3.541, -2.639], [3.621, -2.290, -2.252], [0.312, 1.531, -2.509], [-0.463, 1.885, -0.812], [-0.088, 2.346, -3.546], [-1.022, 3.273, -3.369], [3.774, -1.521, 0.539], [5.659, -0.449, 1.699], [6.150, 1.946, 1.326], [4.744, 3.269, -0.216], [2.853, 2.216, -1.378], [0.467, -3.116, -1.355], [1.263, -5.340, -2.047], [3.576, -5.615, -2.877], [5.086, -3.660, -2.989], [4.300, -1.449, -2.293], [4.173, 0.512, 4.894], [2.801, 0.347, 3.636], [2.426, 1.428, 2.858], [1.441, 1.240, 1.907], [0.818, 0.077, 1.715], [1.170, -0.961, 2.496], [2.161, -0.871, 3.456], [0.428, -2.211, 2.225], [0.340, -3.246, 3.144], [-0.448, -4.343, 2.838], [-0.613, -5.752, 4.053], [-1.132, -4.370, 1.630], [-0.997, -3.292, 0.780], [-0.229, -2.232, 1.054], [2.902, 2.392, 2.963], [1.139, 2.060, 1.276], [2.448, -1.731, 4.043], [0.851, -3.187, 4.093], [-1.763, -5.204, 1.360], [-1.527, -3.269, -0.162], [-3.540, -2.489, -3.675], [-2.121, -1.931, -3.850], [-2.127, -0.682, -4.743], [-1.170, -2.998, -4.413], [-1.611, -1.523, -2.531], [-1.203, -1.187, -1.514], [-3.920, -2.782, -4.653], [-4.213, -1.740, -3.257], [-3.545, -3.368, -3.032], [-2.529, -0.954, -5.719], [-1.116, -0.298, -4.884], [-2.754, 0.107, -4.324], [-1.530, -3.297, -5.397], [-1.142, -3.882, -3.776], [-0.155, -2.612, -4.517], [-1.021, 2.550, 3.627], [-1.597, 3.687, 4.516], [-2.130, 4.756, 3.676], [-1.056, 5.293, 2.847], [-0.467, 4.165, 1.956], [-1.167, 2.891, 2.205], [-2.597, 3.087, 1.921], [-3.177, 4.218, 2.814], [-1.552, 1.610, 3.805], [0.039, 2.376, 3.830], [-0.830, 4.110, 5.167], [-2.401, 3.318, 5.154], [-0.293, 5.714, 3.504], [-1.456, 6.108, 2.243], [0.596, 4.023, 2.169], [-0.569, 4.409, 0.895], [-3.108, 2.140, 2.108], [-2.707, 3.321, 0.858], [-3.984, 3.846, 3.447], [-3.581, 5.032, 2.212], [-4.826, -0.140, 1.921], [-4.546, 0.240, 0.618], [-3.239, 0.187, 0.172], [-2.218, -0.225, 0.936], [-2.498, -0.569, 2.199], [-3.775, -0.544, 2.728], [-5.839, -0.114, 2.300], [-5.324, 0.579, -0.051], [-2.999, 0.473, -0.842], [-1.661, -0.862, 2.820], [-3.932, -0.836, 3.756]], "forces_ev_per_angstrom": [[0.4, -0.2, -0.1], [0.0, 0.0, 0.0], [0.0, 0.0, 0.0], [0.0, 0.0, 0.0], [0.0, 0.0, 0.0], [0.0, -0.1, 0.0], [0.0, 0.0, 0.0], [0.0, 0.0, 0.0], [-0.3, -0.2, 0.0], [-0.1, 0.1, 0.1], [0.0, 0.0, 0.0], [0.0, 0.0, 0.0], [0.0, 0.0, 0.0], [0.0, 0.0, 0.0], [0.0, 0.0, 0.0], [0.1, 0.0, 0.0], [0.0, 0.0, -0.1], [0.0, 0.0, 0.0], [0.0, 0.0, 0.0], [0.0, 0.0, 0.0], [0.0, 0.0, 0.1], [0.0, 0.1, 0.0], [-0.1, -0.1, 0.1], [0.0, 0.0, 0.0], [0.0, 0.0, 0.0], [0.0, 0.0, 0.0], [0.0, 0.0, 0.0], [0.0, 0.0, 0.0], [0.0, 0.0, 0.0], [0.0, 0.0, 0.0], [0.0, 0.0, 0.0], [0.0, 0.0, 0.0], [0.0, 0.0, 0.0], [0.0, 0.0, 0.0], [0.0, 0.0, 0.0], [0.0, 0.0, 0.0], [0.0, 0.0, 0.0], [0.0, -0.1, 0.0], [0.0, 0.0, 0.0], [-0.2, -0.1, -0.1], [0.0, -0.1, 0.0], [-0.1, 0.0, 0.0], [0.0, 0.0, 0.0], [0.1, 0.0, 0.0], [0.0, 0.0, 0.0], [0.0, 0.0, 0.0], [0.0, 0.0, 0.0], [0.1, 0.0, -0.1], [-0.2, 0.2, 0.0], [0.0, 0.0, 0.0], [0.0, 0.0, 0.0], [0.0, 0.0, 0.0], [0.0, 0.0, 0.0], [0.0, 0.0, 0.0], [0.0, 0.0, 0.0], [0.0, 0.0, 0.0], [0.0, 0.0, 0.0], [0.0, 0.0, 0.0], [0.0, 0.0, 0.0], [0.0, 0.0, 0.0], [0.0, 0.2, 0.0], [0.0, 0.0, 0.0], [0.0, 0.0, 0.0], [0.0, 0.0, 0.0], [0.0, 0.0, 0.0], [0.0, 0.0, 0.0], [0.0, 0.0, 0.0], [0.0, 0.0, 0.0], [0.0, 0.0, 0.0], [0.0, 0.0, 0.0], [0.0, 0.0, 0.0], [0.0, 0.0, 0.0], [0.0, 0.0, 0.0], [0.0, 0.0, 0.0], [0.0, 0.0, 0.0], [0.0, 0.2, -0.1], [0.0, 0.0, 0.0], [0.0, 0.0, 0.0], [0.0, 0.0, 0.0], [-0.1, 0.0, 0.1], [0.0, 0.0, 0.0], [0.0, 0.0, 0.0], [0.0, 0.0, 0.0], [0.0, 0.0, 0.0], [0.0, 0.0, 0.0], [0.0, 0.0, 0.0], [0.0, 0.0, 0.0], [0.0, 0.0, 0.0], [0.0, 0.0, 0.0], [0.0, 0.0, 0.0], [0.0, 0.0, 0.0], [0.0, 0.0, 0.0], [0.0, -0.1, 0.0], [0.1, 0.0, 0.1], [0.1, 0.1, 0.1], [0.0, 0.0, 0.0], [0.0, 0.0, 0.0], [0.0, 0.0, 0.0], [0.0, 0.0, 0.0], [0.0, 0.0, 0.0], [0.0, 0.0, 0.0]], "charge": 2, "orbital_gap_ev": 6.40, "homo_ha": -0.4415, "lumo_ev": -5.62}

---

{"formula": "C44H42MoN5O6PS3Te", "method": "wB97M-V/def2-TZVPD", "species": ["Mo", "O", "C", "N", "S", "O", "O", "C", "C", "C", "C", "C", "C", "H", "H", "H", "H", "N", "P", "C", "C", "C", "C", "C", "C", "C", "C", "C", "C", "C", "C", "C", "C", "C", "C", "C", "C", "H", "H", "H", "H", "H", "H", "H", "H", "H", "H", "H", "H", "H", "H", "H", "O", "C", "N", "S", "O", "O", "C", "C", "C", "C", "C", "C", "H", "H", "H", "H", "C", "N", "C", "S", "N", "C", "H", "H", "H", "H", "H", "H", "H", "H", "C", "C", "C", "C", "C", "C", "Te", "C", "C", "C", "H", "H", "H", "H", "H", "H", "H", "H", "H", "H", "H"], "coordinates": [[0.444, 0.848, -0.061], [1.914, 3.021, -2.524], [2.612, 2.376, -1.758], [2.214, 1.274, -1.080], [3.270, 0.904, 0.100], [2.452, 0.908, 1.302], [3.958, -0.344, -0.094], [4.520, 2.118, -0.322], [5.822, 2.271, 0.089], [6.647, 3.095, -0.671], [6.156, 3.756, -1.788], [4.836, 3.604, -2.183], [4.030, 2.733, -1.463], [6.190, 1.765, 0.967], [7.686, 3.201, -0.401], [6.815, 4.387, -2.364], [4.438, 4.121, -3.043], [-1.350, 0.629, -0.125], [-2.532, -0.316, -0.600], [-1.693, -1.851, -1.020], [-0.723, -1.668, -2.067], [0.131, -2.644, -2.414], [0.291, -3.866, -1.625], [-0.756, -4.015, -0.513], [-1.794, -3.029, -0.368], [-3.451, 0.243, -2.059], [-3.311, 1.552, -2.492], [-4.025, 1.987, -3.595], [-4.891, 1.125, -4.247], [-5.031, -0.184, -3.810], [-4.304, -0.633, -2.723], [-3.760, -0.535, 0.722], [-5.110, -0.267, 0.528], [-5.972, -0.262, 1.612], [-5.493, -0.517, 2.887], [-4.151, -0.816, 3.076], [-3.287, -0.834, 1.996], [-0.778, -0.746, -2.640], [0.749, -2.519, -3.287], [1.935, -5.054, -2.251], [-1.034, -5.022, -0.231], [-2.617, -3.251, 0.295], [-2.618, 2.202, -1.982], [-3.891, 2.999, -3.944], [-5.462, 1.466, -5.098], [-5.703, -0.860, -4.320], [-4.386, -1.657, -2.384], [-5.492, -0.065, -0.463], [-7.020, -0.043, 1.460], [-6.167, -0.481, 3.730], [-3.776, -1.023, 4.067], [-2.238, -1.059, 2.132], [-0.918, 3.380, -2.003], [-0.121, 3.725, -1.155], [0.293, 2.925, -0.142], [1.233, 3.701, 0.923], [0.687, 3.573, 2.248], [2.629, 3.358, 0.777], [1.082, 5.319, 0.185], [1.662, 6.531, 0.491], [1.590, 7.546, -0.458], [0.985, 7.323, -1.689], [0.390, 6.106, -1.980], [0.437, 5.103, -1.024], [2.156, 6.687, 1.439], [2.029, 8.511, -0.243], [0.981, 8.111, -2.428], [-0.074, 5.909, -2.932], [1.726, 0.055, 5.256], [0.750, 1.112, 5.240], [-0.102, 1.320, 4.222], [-0.140, 0.312, 2.884], [-1.030, 2.292, 4.338], [-1.119, 3.213, 5.445], [1.628, -0.533, 6.170], [2.738, 0.458, 5.198], [1.544, -0.585, 4.395], [0.851, 1.830, 5.941], [-1.459, 2.560, 3.466], [-1.158, 2.652, 6.383], [-2.038, 3.789, 5.355], [-0.272, 3.908, 5.477], [0.027, -8.209, -0.271], [0.522, -6.841, -0.653], [1.223, -6.098, 0.374], [1.368, -4.772, 0.572], [2.164, -4.366, 1.780], [0.701, -3.667, -0.172], [1.376, -1.586, 0.450], [0.849, -5.077, -2.403], [0.548, -5.023, -3.905], [0.322, -6.378, -1.889], [-0.993, -8.151, 0.107], [0.646, -8.637, 0.512], [0.033, -8.876, -1.130], [1.697, -6.736, 1.112], [2.485, -5.236, 2.349], [1.551, -3.728, 2.419], [3.036, -3.780, 1.478], [1.023, -4.187, -4.409], [-0.527, -4.963, -4.074], [0.922, -5.932, -4.373], [-0.230, -6.977, -2.600]], "forces_ev_per_angstrom": [[-2.1, -0.7, 1.9], [0.5, -0.5, 0.2], [0.1, 1.3, -1.6], [0.2, -0.3, -0.3], [2.5, -1.7, -0.8], [-0.5, 0.3, 0.5], [0.6, 0.6, -0.1], [-0.7, -0.1, -0.7], [0.0, -0.1, 0.3], [-0.2, -0.1, 0.1], [0.0, 0.1, 0.0], [-0.3, -0.3, 0.1], [0.5, 0.3, 0.2], [0.1, -0.1, 0.1], [0.1, 0.1, 0.1], [0.1, 0.1, 0.0], [-0.1, 0.0, -0.1], [0.5, 0.6, -0.6], [-0.7, -1.2, 0.0], [-0.8, 0.0, 0.5], [0.4, -0.3, -0.7], [-0.3, 0.5, 0.0], [0.2, -0.1, -0.1], [-0.1, -0.2, 0.1], [-0.2, 0.7, -0.3], [0.3, 0.0, 0.4], [0.1, 0.0, 0.2], [-0.1, 0.0, -0.1], [0.0, 0.0, 0.0], [-0.1, -0.2, 0.0], [0.1, -0.1, 0.1], [0.3, 0.1, -0.3], [0.0, 0.0, -0.1], [-0.1, 0.0, 0.0], [0.0, 0.0, 0.0], [0.0, -0.1, 0.0], [0.1, -0.1, -0.1], [0.1, -0.1, -0.1], [0.1, 0.1, -0.1], [0.0, 0.0, 0.0], [0.1, 0.0, 0.0], [-0.1, 0.1, 0.2], [0.0, 0.1, 0.0], [0.0, 0.1, 0.0], [0.0, 0.0, -0.1], [0.0, 0.0, 0.0], [-0.1, -0.1, 0.0], [0.0, 0.1, 0.0], [0.0, 0.0, 0.0], [0.0, 0.0, 0.1], [0.1, 0.0, 0.1], [0.0, 0.1, 0.1], [0.1, 0.2, -0.1], [-0.7, 0.3, -0.7], [0.7, 0.4, 0.7], [0.2, 1.1, 0.9], [0.0, 0.3, 0.0], [-0.4, 0.9, 0.2], [-0.4, -0.7, -0.6], [0.1, 0.1, 0.2], [0.0, -0.2, 0.2], [-0.1, 0.0, -0.1], [0.0, -0.2, 0.2], [0.0, 0.6, 0.0], [0.1, 0.0, 0.0], [0.0, 0.0, 0.0], [0.0, 0.1, 0.0], [-0.1, 0.0, -0.1], [0.3, -0.4, 0.1], [-0.4, 0.6, -0.1], [-0.5, 0.5, 0.3], [0.1, -0.6, -0.8], [0.3, 0.1, 0.1], [0.2, 0.0, 0.1], [0.0, 0.0, 0.0], [0.0, 0.0, 0.0], [0.1, 0.0, 0.1], [-0.2, 0.0, 0.0], [0.1, -0.2, 0.0], [0.0, 0.1, 0.0], [0.1, 0.0, 0.0], [0.0, 0.0, 0.0], [-0.1, 0.1, -0.1], [-0.2, -0.1, -0.5], [0.2, 0.2, 0.1], [0.2, -0.2, 0.2], [0.1, 0.1, 0.0], [-0.2, 0.7, -0.7], [-0.7, -2.4, 0.6], [-0.2, -0.1, 0.0], [0.2, 0.1, 0.1], [0.3, 0.0, 0.2], [-0.1, -0.1, 0.1], [0.1, -0.1, 0.1], [0.0, -0.1, 0.0], [0.0, 0.0, 0.1], [0.0, 0.0, 0.0], [0.1, 0.0, 0.1], [0.0, 0.0, 0.2], [0.0, 0.1, 0.0], [-0.1, 0.0, 0.0], [0.0, -0.1, 0.0], [-0.1, -0.2, -0.1]], "charge": 0, "orbital_gap_ev": [5.78, 5.89], "homo_ha": [-0.2319, -0.2332], "lumo_ev": [-0.53, -0.46]}

---

Electronic energy list, top to bottom, in a.u.: -11756.56683 -4299.11734